[1]
An isolated molecule of C2H5N, computed with wB97M-V/def2-TZVPD.

```
8
Properties=species:S:1:pos:R:3:nbo_charge:R:1
C -0.253 0.402 0.676 -0.2919
C 0.354 0.061 -0.686 -0.2621
H -0.961 1.281 0.614 0.2073
H 0.361 0.134 1.577 0.2033
H 1.351 -0.266 -0.594 0.1841
H 0.110 0.637 -1.631 0.1927
H -0.245 -1.562 0.238 0.3371
N -0.716 -0.688 -0.193 -0.5705
```

E_tot: -3643.30964 eV
HOMO-LUMO gap: 0.40049 Ha
structure (SMILES): C1CN1
HOMO: -9.67 eV



[2]
A cluster of 2 separate species, C2H3N2O2P in total, computed with wB97M-V/def2-TZVPD.

```
10
Properties=species:S:1:pos:R:3:nbo_charge:R:1
C -1.307 1.391 -2.066 0.8606
C 0.585 -0.970 1.643 0.3652
N 1.097 -2.073 1.581 -0.6859
N -0.391 0.708 -2.433 -0.7653
O -2.202 2.120 -1.828 -0.5115
O 0.396 0.140 2.269 -0.6301
P -0.576 0.077 0.809 0.6527
H 1.821 -2.358 2.235 0.3663
H 0.267 0.112 -2.113 0.4213
H 0.310 0.854 -0.095 -0.0732
```

E_tot: -18484.21020 eV
HOMO-LUMO gap: 0.35569 Ha
structure (SMILES): [H]/N=C1\OP1.N=C=O
HOMO: -9.76 eV



[3]
A cluster of 2 separate species, C9H13ClNSi in total, computed with wB97M-V/def2-TZVPD.

```
25
Properties=species:S:1:pos:R:3:nbo_charge:R:1
C 1.070 3.169 0.396 -0.1728
C 0.415 2.469 1.378 -0.1987
C 1.198 2.700 -0.874 -0.2075
C 0.019 1.210 1.088 -0.1671
C 0.657 1.447 -1.219 -0.1449
C -0.006 0.719 -0.240 -0.5517
C -1.843 -3.208 -1.667 -0.2603
C -1.241 -2.028 -1.814 -0.7001
C -2.051 -1.011 1.086 -0.7017
N -0.731 -1.770 1.303 -0.8756
Si -0.953 -0.869 -0.388 1.7449
Cl 4.479 0.259 0.107 -0.2917
H 1.534 4.081 0.732 0.2366
H 0.561 2.842 2.492 0.2458
H 1.652 3.239 -1.801 0.2484
H -0.405 0.503 1.779 0.1746
H 0.506 1.221 -2.344 0.2306
H -2.171 -3.829 -2.524 0.2362
H -2.372 -3.462 -0.751 0.1842
H -0.771 -1.785 -2.764 0.2582
H -2.432 -0.154 1.690 0.2853
H -2.780 -1.916 0.936 0.2499
H -0.130 -1.364 2.047 0.4376
H 5.505 -0.534 0.402 0.2927
H -0.804 -2.820 1.455 0.4472
```

E_tot: -31425.63558 eV
HOMO-LUMO gap: 0.33904 Ha
HOMO: -13.01 eV
net charge: +1



[4]
A structure of composition C6H4, computed with wB97M-V/def2-TZVPD.

```
10
Properties=species:S:1:pos:R:3:nbo_charge:R:1
C 0.778 1.178 -0.765 -0.3777
C -1.366 -0.189 -0.765 -0.3809
C -0.356 0.565 -1.254 0.2344
C 0.508 0.609 0.462 -0.0123
C 0.434 -0.751 1.094 -0.4146
C -0.741 -0.186 0.458 -0.0074
H 1.488 1.876 -1.151 0.2475
H -2.115 -0.710 -1.298 0.2442
H 0.923 -1.774 0.917 0.2154
H 0.446 -0.620 2.302 0.2515
```

E_tot: -6279.43547 eV
HOMO-LUMO gap: 0.33785 Ha
HOMO: -8.75 eV



[5]
The ion C3H7N2 with charge +1, computed with wB97M-V/def2-TZVPD.

```
12
Properties=species:S:1:pos:R:3:nbo_charge:R:1
C 0.187 1.768 1.414 -0.3214
C -0.322 1.190 0.318 -0.2311
C -0.128 -0.286 -0.062 -0.3187
N -0.199 -1.949 -1.707 -0.2983
N -0.738 -0.983 -1.251 0.1018
H 0.948 1.191 1.906 0.2081
H -0.803 1.743 -0.536 0.2344
H -0.889 -0.926 0.595 0.3015
H 0.938 -0.548 0.238 0.2340
H -0.026 2.832 1.632 0.2524
H -0.885 -2.705 -2.111 0.4448
H 0.706 -2.190 -1.511 0.3924
```

E_tot: -6193.70285 eV
HOMO-LUMO gap: 0.29390 Ha
structure (SMILES): C=CCN=[NH2+]
HOMO: -14.13 eV
net charge: +1



[6]
A cluster of 2 separate species, C7H16NO2 in total, computed with wB97M-V/def2-TZVPD.

```
26
Properties=species:S:1:pos:R:3:lowdin_spin:R:1
C 3.249 -0.924 0.419 0.0024
C 3.277 -0.609 -0.860 0.0041
C -1.276 1.773 0.908 0.0266
C 0.631 1.777 -0.614 0.0162
C -1.663 -1.632 1.397 0.0473
C -2.165 -1.023 -1.868 0.6947
C -0.594 -0.314 -0.302 0.5908
N -0.169 0.972 0.333 0.0585
O -0.564 -1.403 0.479 0.1044
O -1.454 -0.138 -1.277 0.3478
H 3.967 -0.528 1.120 0.0001
H 2.527 -1.618 0.818 -0.0001
H 4.015 0.063 -1.267 0.0001
H -1.861 1.175 1.604 0.0003
H -0.875 2.635 1.440 0.0044
H -1.923 2.122 0.105 0.0012
H 1.524 1.219 -0.899 0.0034
H 0.037 1.987 -1.501 0.0001
H 0.925 2.716 -0.150 0.0007
H -1.667 -2.702 1.591 0.0008
H -2.618 -1.336 0.961 0.0043
H -1.491 -1.099 2.333 0.0015
H -2.189 -2.050 -1.540 0.0447
H 2.579 -1.031 -1.567 0.0019
H -2.677 -0.705 -2.758 0.0423
H 0.454 0.673 1.095 0.0014
```

E_tot: -13091.09994 eV
spin multiplicity: 3
HOMO-LUMO gap (spin up / spin down): 0.28666 / 0.33236 Ha
HOMO (spin up / spin down): -10.62 / -13.45 eV
net charge: +1



[7]
A cluster of 2 separate species, CH4NS in total, computed with wB97M-V/def2-TZVPD.

```
7
Properties=species:S:1:pos:R:3:nbo_charge:R:1
S 0.795 2.100 -1.227 -1.0839
H 1.680 2.636 -2.073 0.0888
C -0.944 -0.848 0.770 -0.0175
N 0.105 -1.475 1.147 -0.7118
H -1.774 -1.416 0.312 0.1595
H -0.773 0.220 0.501 0.1790
H 0.912 -1.217 0.571 0.3858
```

E_tot: -13425.97562 eV
HOMO-LUMO gap: 0.23941 Ha
HOMO: -2.62 eV
net charge: -1